(1)
{"formula": "C36H32BF3N7Ti", "method": "the ωB97M-V functional and the def2-TZVPD basis", "gap_ev": [6.987, 7.261], "s2": 0.75, "spin_multiplicity": 2, "charge": 2, "e_lumo_ha": [-0.2428, -0.2328], "species": ["Ti", "C", "C", "C", "C", "N", "N", "B", "N", "N", "C", "C", "C", "C", "C", "C", "C", "C", "C", "C", "N", "N", "C", "C", "C", "C", "C", "C", "C", "C", "C", "C", "C", "C", "C", "C", "C", "C", "H", "H", "H", "H", "H", "H", "H", "H", "H", "H", "H", "H", "H", "H", "H", "H", "H", "H", "H", "H", "H", "H", "H", "H", "H", "H", "H", "H", "F", "C", "F", "F", "C", "C", "C", "N", "C", "C", "H", "H", "H", "H"], "xyz": [[0.067, -0.492, -0.185], [-2.117, -4.228, 3.049], [-1.079, -3.691, 2.128], [0.066, -4.323, 1.648], [0.684, -3.405, 0.817], [-0.045, -2.256, 0.800], [-1.129, -2.458, 1.615], [-2.214, -1.359, 1.738], [-1.524, -0.041, 2.205], [-0.627, 0.577, 1.374], [-0.387, 1.803, 1.876], [-1.080, 1.955, 3.064], [-1.803, 0.770, 3.234], [-2.745, 0.407, 4.326], [0.396, 2.763, 1.085], [0.030, 2.995, -0.242], [0.712, 3.935, -1.004], [1.768, 4.642, -0.445], [2.140, 4.410, 0.875], [1.455, 3.478, 1.642], [-2.779, -1.080, 0.306], [-1.887, -0.684, -0.638], [-2.569, -0.293, -1.725], [-3.925, -0.475, -1.501], [-4.018, -0.979, -0.196], [-5.233, -1.354, 0.575], [-1.757, 0.339, -2.776], [-2.257, 1.366, -3.567], [-1.415, 2.051, -4.435], [-0.065, 1.735, -4.516], [0.448, 0.704, -3.740], [-0.397, 0.011, -2.885], [1.902, -3.495, 0.021], [2.291, -2.261, -0.729], [3.688, -2.298, -1.423], [4.326, -3.641, -1.542], [3.844, -4.697, -0.889], [2.647, -4.606, -0.057], [-1.840, -5.229, 3.371], [-2.225, -3.598, 3.931], [-3.086, -4.283, 2.553], [0.389, -5.321, 1.884], [-3.069, -1.680, 2.492], [-1.111, 2.822, 3.701], [-2.788, 1.212, 5.055], [-3.751, 0.238, 3.941], [-2.423, -0.501, 4.835], [-0.838, 2.489, -0.657], [0.403, 4.131, -2.023], [2.291, 5.387, -1.030], [2.955, 4.970, 1.313], [1.735, 3.308, 2.674], [-4.744, -0.282, -2.172], [-6.119, -1.215, -0.039], [-5.192, -2.397, 0.889], [-5.335, -0.737, 1.469], [-3.299, 1.645, -3.488], [-1.819, 2.844, -5.049], [0.579, 2.271, -5.199], [1.487, 0.414, -3.835], [-0.003, -0.901, -2.425], [1.479, -1.982, -1.434], [3.676, -1.790, -2.388], [5.205, -3.722, -2.167], [4.328, -5.660, -0.970], [2.352, -5.486, 0.499], [6.961, 0.892, -1.444], [6.411, -0.243, -1.028], [7.078, -0.673, 0.048], [6.556, -1.166, -1.997], [4.944, -0.098, -0.708], [4.316, 1.073, -0.788], [2.871, 1.143, -0.575], [2.151, 0.167, -0.165], [2.791, -1.105, 0.183], [4.230, -1.340, -0.309], [4.838, 1.975, -1.075], [2.362, 2.069, -0.819], [2.644, -1.282, 1.251], [4.805, -1.891, 0.436]], "mulliken_charge": [-0.23, -1.44, 0.64, -1.39, 0.11, 1.19, 0.03, -0.95, 0.11, 1.00, -0.70, -1.19, 0.93, -1.40, 0.45, 0.04, -0.81, -0.48, -0.77, -0.50, -0.05, 1.30, -0.03, -1.46, 0.96, -1.36, 0.19, -0.94, -0.62, -0.78, -0.22, -0.13, -0.80, 1.06, 0.29, -0.88, -1.04, -0.37, 0.43, 0.27, 0.29, 0.60, 0.00, 0.57, 0.41, 0.28, 0.29, 0.46, 0.48, 0.44, 0.46, 0.56, 0.55, 0.40, 0.28, 0.28, 0.46, 0.45, 0.47, 0.54, 0.74, -0.13, 0.53, 0.53, 0.44, 0.49, -0.27, 0.75, -0.26, -0.24, -0.65, -1.25, 0.21, 0.35, 0.25, -0.42, 0.58, 0.50, 0.45, 0.70]}

=====

(2)
{"formula": "C4H5PS", "method": "the ωB97M-V functional and the def2-TZVPD basis", "gap_ev": [7.655, 7.110], "e_above_lowest_kcal_mol": 100.7, "spin_multiplicity": 1, "smiles": "C1=P2=S=1=CCC2", "charge": 0, "e_lumo_ha": [-0.0206, -0.0285], "species": ["C", "P", "S", "C", "C", "C", "H", "H", "H", "H", "H"], "xyz": [[0.411, -2.139, 0.364], [1.514, -0.882, 0.992], [-0.540, -1.133, 1.475], [-1.316, -0.159, 0.314], [-0.404, 0.507, -0.639], [0.972, 0.642, -0.004], [-2.317, -0.644, -0.100], [-0.373, -0.062, -1.495], [-0.725, 1.460, -0.841], [1.670, 0.896, -0.807], [1.109, 1.513, 0.740]], "mulliken_charge": [-0.36, 0.13, -0.02, -0.29, -0.56, -0.70, 0.29, 0.40, 0.38, 0.40, 0.33]}

=====

(3)
{"formula": "C23H21Cl2OS", "method": "the ωB97M-V functional and the def2-TZVPD basis", "gap_ev": 5.039, "e_above_lowest_kcal_mol": 0.0, "spin_multiplicity": 1, "charge": 1, "e_lumo_ha": -0.2061, "species": ["Cl", "C", "C", "C", "C", "C", "C", "C", "C", "C", "Cl", "C", "C", "C", "C", "H", "H", "H", "H", "H", "H", "H", "H", "H", "C", "S", "C", "C", "C", "C", "C", "C", "C", "C", "C", "O", "H", "H", "H", "H", "H", "H", "H", "H", "H", "H", "H", "H"], "xyz": [[2.367, 3.977, 3.104], [0.907, 3.167, 2.711], [-0.023, 3.781, 1.853], [-1.218, 3.133, 1.555], [-1.496, 1.826, 2.044], [-2.702, 1.155, 1.643], [-2.756, -0.199, 1.232], [-3.953, -0.718, 0.644], [-4.104, -2.076, 0.413], [-3.077, -2.961, 0.802], [-3.358, -4.652, 0.781], [-1.824, -2.464, 1.207], [-1.656, -1.098, 1.366], [-0.559, 1.257, 2.949], [0.636, 1.899, 3.258], [0.192, 4.772, 1.454], [-1.957, 3.611, 0.911], [-3.575, 1.773, 1.393], [-4.761, -0.020, 0.401], [-5.022, -2.476, -0.019], [-1.012, -3.156, 1.433], [-0.684, -0.709, 1.653], [-0.808, 0.323, 3.449], [1.351, 1.438, 3.935], [-5.553, 3.571, 3.359], [-4.138, 2.551, 3.897], [-3.871, 3.349, 5.530], [-4.924, 1.085, 4.202], [-4.166, -0.082, 4.472], [-4.955, -1.273, 4.917], [-6.013, -1.084, 5.813], [-6.688, -2.172, 6.367], [-6.293, -3.474, 6.024], [-5.232, -3.666, 5.127], [-4.564, -2.573, 4.574], [-2.918, -0.121, 4.428], [-5.135, 4.531, 3.038], [-6.050, 3.062, 2.527], [-6.230, 3.701, 4.208], [-3.438, 4.336, 5.328], [-4.835, 3.448, 6.038], [-3.180, 2.734, 6.117], [-6.021, 1.060, 4.270], [-6.277, -0.062, 6.075], [-7.512, -1.994, 7.061], [-6.813, -4.331, 6.452], [-4.915, -4.674, 4.858], [-3.739, -2.710, 3.880]], "mulliken_charge": [-0.16, 0.43, -0.85, -0.35, 0.75, -1.09, 0.84, -0.51, -0.67, 0.33, -0.13, -0.91, -0.21, -0.05, -1.15, 0.43, 0.43, 0.62, 0.39, 0.43, 0.44, 0.71, 0.70, 0.43, -1.36, 0.75, -1.19, -0.69, 0.46, 0.15, -0.40, -0.66, -0.43, -0.66, -0.17, -0.62, 0.45, 0.40, 0.46, 0.43, 0.39, 0.36, 0.46, 0.40, 0.38, 0.38, 0.38, 0.47]}

=====

(4)
{"formula": "C5H7NO", "method": "the ωB97M-V functional and the def2-TZVPD basis", "gap_ev": [7.140, 6.112], "e_above_lowest_kcal_mol": 114.9, "spin_multiplicity": 1, "smiles": "[H]/N=C(\\C=C=C)OC", "charge": 0, "e_lumo_ha": [-0.0210, -0.0478], "species": ["H", "N", "C", "C", "C", "C", "O", "C", "H", "H", "H", "H", "H", "H"], "xyz": [[-2.358, 0.945, 1.401], [-2.138, 0.402, 0.564], [-0.892, 0.122, 0.522], [0.217, 0.641, 1.317], [1.411, 0.315, 0.861], [2.647, 0.018, 0.579], [-0.302, -0.527, -0.554], [-1.102, -0.684, -1.732], [0.046, 1.211, 2.217], [3.461, 0.410, 1.178], [2.884, -0.641, -0.247], [-1.989, -1.276, -1.495], [-1.379, 0.291, -2.142], [-0.506, -1.227, -2.470]], "mulliken_charge": [0.21, -0.74, 0.87, -0.67, 0.50, -0.88, -0.35, -0.67, 0.33, 0.27, 0.29, 0.28, 0.30, 0.24]}

=====

(5)
{"formula": "C3H5O3Tl", "method": "the ωB97M-V functional and the def2-TZVPD basis", "gap_ev": [10.482, 6.684], "s2": 0.76, "e_above_lowest_kcal_mol": 32.0, "spin_multiplicity": 2, "charge": 1, "e_lumo_ha": [-0.1734, -0.3127], "species": ["H", "O", "C", "C", "O", "O", "C", "H", "H", "H", "H", "Tl"], "xyz": [[-0.244, 1.959, -1.133], [1.158, 0.628, -0.340], [-0.094, 1.274, -0.258], [1.021, -0.707, 0.119], [-0.309, 2.024, 0.815], [-1.070, 0.165, -0.203], [-0.374, -1.070, -0.358], [1.095, -0.759, 1.219], [1.813, -1.319, -0.327], [-0.866, -1.840, 0.246], [-0.378, -1.366, -1.417], [-1.752, 1.012, 1.634]], "mulliken_charge": [0.33, -0.35, 0.44, -0.38, -0.43, -0.38, -0.22, 0.24, 0.34, 0.28, 0.28, 0.84]}